44
Properties=species:S:1:pos:R:3:lowdin_charge:R:1 method="wB97M-V/def2-TZVPD" charge=-2 energy_ev=-55250.4199 homo_energy_ev="2.701 / -0.088" multiplicity=2 mol_weight_da=581.96 relative_energy_ev=0.000
Pt 0.2904 0.3177 -0.6245 0.85
C 4.5643 0.7016 0.1253 -0.07
C 3.2007 0.3505 0.7119 -0.46
O 2.3207 0.1996 -0.1539 -0.27
C 3.0704 0.2336 2.1366 -0.12
C 4.2061 0.5072 2.9457 -0.13
C 4.1928 0.4404 4.3092 -0.20
C 2.9800 0.0807 4.9556 -0.21
C 1.8644 -0.2042 4.2408 -0.09
C 1.8252 -0.1765 2.7808 -0.44
O 0.7906 -0.5002 2.1833 -0.11
H 4.4441 0.7803 -0.9523 0.06
H 5.3022 -0.0702 0.3510 0.06
H 4.9360 1.6494 0.5152 0.05
H 5.1340 0.7887 2.4646 0.06
H 5.0836 0.6618 4.8833 0.05
H 2.9477 0.0319 6.0404 0.06
H 0.9369 -0.4849 4.7259 0.07
O -1.6149 0.4175 -1.1609 -0.32
N -2.0071 1.5504 -1.7540 -0.19
C -3.1570 1.4438 -2.4553 -0.03
C -3.7094 2.5296 -3.0692 -0.10
C -3.0485 3.7623 -2.9608 -0.11
C -1.8754 3.8414 -2.2611 -0.11
C -1.3044 2.7100 -1.6361 -0.69
S 0.1695 2.7231 -0.7819 0.60
H -3.5706 0.4450 -2.4611 0.13
H -4.6312 2.4132 -3.6190 0.09
H -3.4585 4.6464 -3.4324 0.09
H -1.3335 4.7715 -2.1648 0.09
Cl -5.4206 -3.7199 -1.4964 0.58
C -3.7915 -3.1560 -1.2439 -0.71
C -3.3050 -2.9520 0.0397 -0.12
C -2.0012 -2.5098 0.2251 -0.03
C -1.1555 -2.2585 -0.8547 -0.32
C 0.2263 -1.7333 -0.6634 -0.28
C -1.6733 -2.4663 -2.1332 -0.07
C -2.9715 -2.9087 -2.3361 -0.14
H -3.9523 -3.1365 0.8875 0.09
H -1.6302 -2.3268 1.2276 0.12
H 0.8651 -2.0470 -1.4962 0.04
H 0.6636 -2.0344 0.2887 0.04
H -1.0446 -2.2508 -2.9914 0.11
H -3.3583 -3.0622 -3.3357 0.09

***

18
Properties=species:S:1:pos:R:3:lowdin_charge:R:1 method="wB97M-V/def2-TZVPD" smiles=CC(C)O.O.O energy_ev=-9447.3766 homo_energy_ev=-10.264 multiplicity=1 mol_weight_da=96.13 relative_energy_ev=0.650
C -0.7397 -0.6960 -0.5087 -0.06
C -0.1713 0.5309 0.2273 -0.47
C -0.6119 0.5186 1.6967 -0.08
O -0.7389 1.7301 -0.3345 -0.08
H -0.2704 -0.6359 -1.4851 0.08
H -1.8100 -0.8523 -0.3819 0.09
H -0.4772 -1.5573 0.1217 0.08
H 0.9124 0.4954 0.2411 0.13
H -0.3181 -0.3934 2.2295 0.08
H -1.7009 0.5088 1.7997 0.08
H -0.1929 1.3670 2.2351 0.08
H -1.6913 1.4771 -0.4197 0.10
H 4.9153 -1.6010 0.9951 0.00
H 4.4684 -2.7381 2.0201 0.04
O 4.3085 -2.2759 1.1920 -0.04
H -1.9573 1.6282 -3.9306 0.04
H -1.5754 1.2640 -2.5566 0.00
O -2.3493 1.2297 -3.1410 -0.07

***

12
Properties=species:S:1:pos:R:3:lowdin_charge:R:1 method="wB97M-V/def2-TZVPD" charge=-1 energy_ev=-5745.9393 homo_energy_ev="-0.875 / -0.769" multiplicity=2 mol_weight_da=69.11 relative_energy_ev=3.969
C -1.7583 -0.3394 0.5865 -0.14
C -0.4892 -0.2837 -0.1331 -0.57
C -0.3132 0.5720 -1.1969 -0.18
C 2.0155 -0.2537 0.2656 -0.16
N 0.6609 0.2142 0.4289 -0.05
H -2.2516 0.6352 0.4381 0.06
H -2.4057 -1.1843 0.3016 0.06
H -1.5994 -0.4083 1.6655 0.05
H -0.4291 1.6455 -1.1439 0.02
H 0.4068 0.2426 -1.9467 0.03
H 2.2954 -1.1496 -0.1017 -0.07
H 2.6292 0.5490 0.6529 -0.03

***

37
Properties=species:S:1:pos:R:3:lowdin_charge:R:1 method="wB97M-V/def2-TZVPD" smiles="CCCC(=O)Nc1nnc(-c2cccc(OCC)c2)s1" energy_ev=-34194.4813 homo_energy_ev=-8.245 multiplicity=1 mol_weight_da=291.38 relative_energy_ev=1.939
C 1.1605 -3.0240 6.6598 -0.11
C 1.0885 -2.2706 5.3379 -0.25
C -0.1325 -2.7055 4.5166 -0.12
C -0.1874 -1.9384 3.2193 -0.49
O -0.9039 -0.9881 3.0079 0.02
N 0.6937 -2.3934 2.2703 0.11
C 0.8274 -1.8032 1.0430 -0.58
N 1.6600 -2.2256 0.1462 0.00
N 1.6249 -1.5104 -0.9653 0.00
C 0.7779 -0.5352 -0.9517 -0.51
C 0.5721 0.3729 -2.0564 -0.23
C -0.3542 1.4030 -1.9668 0.03
C -0.5538 2.2787 -3.0330 -0.26
C 0.1913 2.1089 -4.1966 -0.02
C 1.1165 1.0786 -4.2804 -0.07
C 1.3149 0.2099 -3.2295 -0.04
H 2.0293 -0.5944 -3.2870 0.11
H 1.6872 0.9604 -5.1897 0.11
H 0.0688 2.7687 -5.0409 0.10
O -1.4729 3.2559 -2.8130 -0.05
C -1.8311 4.1397 -3.8561 -0.25
C -2.7666 3.4972 -4.8763 -0.06
H -2.2840 2.6602 -5.3751 0.07
H -3.0577 4.2329 -5.6211 0.08
H -3.6583 3.1290 -4.3753 0.08
H -0.9373 4.5462 -4.3455 0.12
H -2.3457 4.9601 -3.3479 0.12
H -0.9365 1.5479 -1.0696 0.10
S -0.1167 -0.4196 0.5689 1.16
H 1.2904 -3.1897 2.4443 0.16
H -1.0424 -2.4911 5.0779 0.13
H -0.0835 -3.7777 4.3163 0.12
H 1.0213 -1.1982 5.5301 0.12
H 2.0020 -2.4502 4.7659 0.11
H 1.2446 -4.0948 6.4876 0.07
H 0.2677 -2.8409 7.2527 0.07
H 2.0255 -2.6993 7.2325 0.07

***

17
Properties=species:S:1:pos:R:3:lowdin_charge:R:1 method="wB97M-V/def2-TZVPD" smiles=C1COCCO1.O energy_ev=-10451.1827 homo_energy_ev=-9.711 multiplicity=1 mol_weight_da=106.12 relative_energy_ev=2.061
O -0.3950 2.2791 1.0127 -0.09
H 0.2643 1.5647 0.8601 -0.01
H -1.0938 1.8582 1.5630 0.04
O -0.7140 -1.5409 -0.2149 -0.15
O 0.8884 0.7262 -0.3036 -0.19
C -1.1637 -0.3175 -0.8603 -0.14
C 0.0688 0.4505 -1.4121 -0.15
C 0.1751 -1.2987 0.8874 -0.19
C 1.2629 -0.4468 0.3801 -0.21
H -1.8376 -0.7049 -1.6486 0.13
H -1.7759 0.2807 -0.1583 0.12
H -0.1940 1.4309 -1.8539 0.14
H 0.6275 -0.1239 -2.1759 0.13
H 0.4758 -2.2628 1.3407 0.14
H -0.3800 -0.7248 1.6542 0.12
H 1.8807 -1.1004 -0.2653 0.14
H 1.9104 -0.0693 1.1948 0.15

***

Copy entry 1 word for word.
44
Properties=species:S:1:pos:R:3:lowdin_charge:R:1 method="wB97M-V/def2-TZVPD" charge=-2 energy_ev=-55250.4199 homo_energy_ev="2.701 / -0.088" multiplicity=2 mol_weight_da=581.96 relative_energy_ev=0.000
Pt 0.2904 0.3177 -0.6245 0.85
C 4.5643 0.7016 0.1253 -0.07
C 3.2007 0.3505 0.7119 -0.46
O 2.3207 0.1996 -0.1539 -0.27
C 3.0704 0.2336 2.1366 -0.12
C 4.2061 0.5072 2.9457 -0.13
C 4.1928 0.4404 4.3092 -0.20
C 2.9800 0.0807 4.9556 -0.21
C 1.8644 -0.2042 4.2408 -0.09
C 1.8252 -0.1765 2.7808 -0.44
O 0.7906 -0.5002 2.1833 -0.11
H 4.4441 0.7803 -0.9523 0.06
H 5.3022 -0.0702 0.3510 0.06
H 4.9360 1.6494 0.5152 0.05
H 5.1340 0.7887 2.4646 0.06
H 5.0836 0.6618 4.8833 0.05
H 2.9477 0.0319 6.0404 0.06
H 0.9369 -0.4849 4.7259 0.07
O -1.6149 0.4175 -1.1609 -0.32
N -2.0071 1.5504 -1.7540 -0.19
C -3.1570 1.4438 -2.4553 -0.03
C -3.7094 2.5296 -3.0692 -0.10
C -3.0485 3.7623 -2.9608 -0.11
C -1.8754 3.8414 -2.2611 -0.11
C -1.3044 2.7100 -1.6361 -0.69
S 0.1695 2.7231 -0.7819 0.60
H -3.5706 0.4450 -2.4611 0.13
H -4.6312 2.4132 -3.6190 0.09
H -3.4585 4.6464 -3.4324 0.09
H -1.3335 4.7715 -2.1648 0.09
Cl -5.4206 -3.7199 -1.4964 0.58
C -3.7915 -3.1560 -1.2439 -0.71
C -3.3050 -2.9520 0.0397 -0.12
C -2.0012 -2.5098 0.2251 -0.03
C -1.1555 -2.2585 -0.8547 -0.32
C 0.2263 -1.7333 -0.6634 -0.28
C -1.6733 -2.4663 -2.1332 -0.07
C -2.9715 -2.9087 -2.3361 -0.14
H -3.9523 -3.1365 0.8875 0.09
H -1.6302 -2.3268 1.2276 0.12
H 0.8651 -2.0470 -1.4962 0.04
H 0.6636 -2.0344 0.2887 0.04
H -1.0446 -2.2508 -2.9914 0.11
H -3.3583 -3.0622 -3.3357 0.09